The following is a quantum chemistry calculation of an isolated molecule of C7H10, from the OMol25 dataset.

XYZ file:
```
17
C7H10 (the ωB97M-V functional and the def2-TZVPD basis)
C -0.436 -0.460 1.075
C 1.226 0.248 -0.657
C 2.004 1.519 -2.565
C 0.970 1.250 -1.759
C -2.140 -1.285 2.710
C -1.760 -0.946 1.486
C -0.048 -0.425 -0.206
H 0.102 1.888 -1.834
H 1.755 0.689 0.196
H 0.232 0.032 1.775
H -0.657 -0.923 -0.952
H -2.461 -1.085 0.671
H 2.081 2.380 -3.222
H -1.609 -1.242 3.652
H -3.169 -1.608 2.847
H 1.966 -0.493 -0.975
H 2.963 1.013 -2.528
```

Calculated values
max |F| = 2.40 eV/Å
SMILES = C=C/C=C/CC=C
HOMO energy = -8.70 eV
multiplicity = 1
energy above the lowest of the compared OMol25 structures with the same formula, charge and spin = 202.7 kJ/mol